Formula: C30H64N5O5P
Source: OMol25
Level of theory: ωB97M-V with the def2-TZVPD basis set

Positions of all 105 atoms, in Å:
C: 0.34 7.50 -5.74
C: 1.69 6.89 -5.29
C: 1.65 5.34 -5.26
C: 2.26 4.72 -3.98
C: 2.62 3.26 -4.28
C: 1.41 5.01 -2.70
C: 0.02 5.44 -2.98
N: -1.08 5.61 -3.28
C: 1.38 3.96 -1.55
C: 2.77 3.62 -1.19
N: 3.88 3.29 -1.21
C: 0.75 4.71 -0.31
C: 1.23 4.29 1.07
C: 0.99 2.82 1.44
C: 1.13 2.66 2.96
O: 0.53 3.32 3.75
O: 2.02 1.69 3.36
C: 1.51 0.38 3.13
C: 2.59 -0.65 3.52
P: 0.27 2.43 -1.81
C: 1.42 0.96 -1.67
C: -0.32 2.36 -3.57
C: -0.05 1.03 -4.31
H: 0.50 8.43 -6.30
H: -0.29 7.73 -4.88
H: -0.22 6.79 -6.35
H: 2.50 7.26 -5.91
H: 1.85 7.21 -4.26
H: 2.30 4.99 -6.07
H: 0.65 4.94 -5.47
H: 3.20 5.27 -3.86
H: 2.04 2.89 -5.13
H: 3.67 3.22 -4.60
H: 2.48 2.55 -3.47
H: 1.87 5.89 -2.25
H: 0.92 5.79 -0.40
H: -0.33 4.58 -0.38
H: 2.27 4.57 1.27
H: 0.65 4.88 1.79
H: 1.78 2.22 1.00
H: 0.01 2.47 1.13
H: 0.64 0.23 3.77
H: 1.26 0.22 2.08
H: 3.32 -0.18 4.18
H: 3.12 -1.00 2.64
H: 2.13 -1.49 4.03
H: 2.02 0.78 -2.56
H: 0.76 0.11 -1.49
H: 2.09 1.07 -0.82
H: 0.03 3.18 -4.19
H: -1.40 2.48 -3.51
H: 1.01 0.88 -4.53
H: -0.63 1.02 -5.23
H: -0.38 0.19 -3.69
C: -6.13 7.30 0.18
O: -6.25 6.23 -0.73
C: -5.19 6.11 -1.67
C: -3.95 5.36 -1.15
C: -3.08 6.19 -0.22
N: -4.31 4.11 -0.48
H: -5.66 8.17 -0.28
H: -5.56 7.00 1.07
H: -7.13 7.57 0.50
H: -5.60 5.55 -2.51
H: -4.91 7.10 -2.06
H: -3.35 5.12 -2.03
H: -3.52 6.29 0.77
H: -2.11 5.71 -0.09
H: -2.91 7.19 -0.62
H: -4.81 3.51 -1.14
H: -5.00 4.32 0.23
C: 1.18 -5.15 1.44
O: 0.89 -4.18 2.42
C: -0.40 -4.28 3.00
C: -0.51 -5.29 4.14
C: -0.56 -6.74 3.67
N: 0.58 -5.14 5.12
H: 0.30 -5.42 0.85
H: 1.61 -6.06 1.89
H: 1.93 -4.73 0.77
H: -0.62 -3.28 3.40
H: -1.15 -4.47 2.22
H: -1.45 -5.08 4.66
H: 0.41 -7.10 3.34
H: -0.88 -7.39 4.48
H: -1.26 -6.86 2.84
H: 0.55 -4.21 5.51
H: 1.45 -5.18 4.61
C: 1.20 -13.01 3.83
O: 1.75 -12.27 2.76
C: 0.81 -11.75 1.84
C: 0.18 -10.41 2.26
C: -0.90 -10.56 3.33
N: 1.18 -9.45 2.72
H: 0.32 -13.57 3.52
H: 0.94 -12.36 4.67
H: 1.96 -13.71 4.17
H: 1.38 -11.58 0.92
H: 0.05 -12.50 1.61
H: -0.30 -10.00 1.37
H: -0.48 -10.75 4.31
H: -1.48 -9.64 3.40
H: -1.59 -11.37 3.09
H: 1.84 -9.28 1.97
H: 1.73 -9.90 3.44

* maximum force: 1.54 eV/Å
* multiplicity: 1
* SMILES: CCC[C@H](C)[C@@H](C#N)[C@@](C#N)(CCCC(=O)OCC)P(C)CC.COC[C@@H](C)N.COC[C@@H](C)N.COC[C@@H](C)N
* calculated total energy: -2172.68399 hartree
* frontier orbital gap: 9.23 eV

---

Formula: C30H66BrIN6O7
Source: OMol25
Level of theory: ωB97M-V with the def2-TZVPD basis set

Positions of all 111 atoms, in Å:
C: 4.89 0.73 2.41
C: 6.10 -0.28 1.88
C: 5.85 -0.88 0.37
C: 4.31 -1.33 0.05
C: 3.65 -0.48 -1.23
C: 2.45 0.51 -0.68
C: 0.99 0.26 -1.45
C: -0.15 0.93 -0.48
C: -1.51 0.04 -0.28
C: -1.31 -1.24 0.78
O: -0.13 -2.05 0.51
C: 0.26 -2.89 1.69
I: 1.25 -1.56 3.10
C: -0.87 -3.90 2.22
C: -1.22 -3.97 3.81
C: -1.94 -2.64 4.45
Br: 0.29 -4.71 4.96
O: -2.72 0.81 0.07
C: -2.49 1.72 1.21
N: -3.70 1.61 2.16
H: 4.04 0.13 2.99
H: 5.28 1.61 3.09
H: 4.35 1.14 1.43
H: 6.24 -1.10 2.71
H: 7.09 0.37 1.90
H: 6.29 -0.11 -0.41
H: 6.54 -1.85 0.28
H: 4.33 -2.47 -0.31
H: 3.60 -1.32 1.00
H: 3.35 -1.17 -2.12
H: 4.51 0.24 -1.63
H: 2.23 0.30 0.47
H: 2.74 1.65 -0.76
H: 1.08 0.75 -2.51
H: 0.84 -0.90 -1.64
H: -0.49 1.94 -1.03
H: 0.26 1.23 0.57
H: -1.73 -0.47 -1.33
H: -1.45 -0.85 1.86
H: -2.26 -1.94 0.56
H: 1.15 -3.57 1.25
H: -0.54 -5.01 1.92
H: -1.93 -3.79 1.66
H: -2.05 -4.82 3.91
H: -1.53 -2.53 5.56
H: -1.77 -1.64 3.86
H: -3.11 -2.84 4.56
H: -2.51 2.81 0.78
H: -1.56 1.47 1.87
H: -4.30 0.81 1.83
H: -3.30 1.27 3.09
C: 5.80 4.35 -3.66
N: 4.43 3.97 -3.37
C: 3.79 3.98 -2.17
C: 4.55 4.44 -0.96
O: 2.61 3.63 -2.11
H: 5.78 5.16 -4.39
H: 6.30 3.48 -4.09
H: 6.33 4.68 -2.77
H: 3.85 3.65 -4.14
H: 3.90 4.39 -0.08
H: 5.41 3.79 -0.79
H: 4.88 5.47 -1.10
C: 4.93 1.69 -8.66
N: 5.75 2.68 -8.00
C: 5.35 3.76 -7.27
C: 3.88 4.00 -7.11
O: 6.19 4.51 -6.77
H: 5.18 0.71 -8.25
H: 5.18 1.71 -9.72
H: 3.87 1.88 -8.53
H: 6.76 2.59 -8.06
H: 3.71 4.90 -6.51
H: 3.41 4.15 -8.09
H: 3.41 3.15 -6.60
C: -8.36 1.93 5.88
N: -7.27 1.09 5.48
C: -6.02 1.46 5.06
C: -5.71 2.93 4.99
O: -5.20 0.60 4.74
H: -8.63 1.67 6.91
H: -9.21 1.72 5.23
H: -8.11 2.99 5.83
H: -7.40 0.08 5.49
H: -4.68 3.07 4.64
H: -6.38 3.43 4.29
H: -5.80 3.38 5.98
C: 1.46 -2.90 -4.16
N: 1.66 -2.70 -5.58
C: 2.82 -2.80 -6.29
C: 4.08 -3.16 -5.54
O: 2.82 -2.60 -7.50
H: 0.73 -3.70 -4.03
H: 1.06 -1.97 -3.74
H: 2.38 -3.16 -3.64
H: 0.86 -2.46 -6.15
H: 4.92 -3.21 -6.24
H: 4.30 -2.40 -4.79
H: 3.97 -4.15 -5.07
C: -10.07 -3.04 3.63
N: -9.35 -2.13 4.49
C: -8.86 -2.37 5.75
C: -9.08 -3.73 6.35
O: -8.27 -1.47 6.35
H: -9.50 -3.15 2.71
H: -11.04 -2.60 3.41
H: -10.21 -4.02 4.09
H: -9.17 -1.19 4.16
H: -8.63 -3.76 7.35
H: -10.15 -3.93 6.44
H: -8.59 -4.49 5.73

* maximum force: 2.88 eV/Å
* multiplicity: 1
* SMILES: CCCCCCCC[C@@H](CO[C@@H](I)C[C@H](C)Br)OCN.CNC(C)=O.CNC(C)=O.CNC(C)=O.CNC(C)=O.CNC(C)=O
* calculated total energy: -4909.38126 hartree
* frontier orbital gap: 9.42 eV

---

> Which of these has the lowest calculated total energy?

C30H66BrIN6O7

---

Please write out number 1 again, unchanged.
Formula: C30H64N5O5P
Source: OMol25
Level of theory: ωB97M-V with the def2-TZVPD basis set

Positions of all 105 atoms, in Å:
C: 0.34 7.50 -5.74
C: 1.69 6.89 -5.29
C: 1.65 5.34 -5.26
C: 2.26 4.72 -3.98
C: 2.62 3.26 -4.28
C: 1.41 5.01 -2.70
C: 0.02 5.44 -2.98
N: -1.08 5.61 -3.28
C: 1.38 3.96 -1.55
C: 2.77 3.62 -1.19
N: 3.88 3.29 -1.21
C: 0.75 4.71 -0.31
C: 1.23 4.29 1.07
C: 0.99 2.82 1.44
C: 1.13 2.66 2.96
O: 0.53 3.32 3.75
O: 2.02 1.69 3.36
C: 1.51 0.38 3.13
C: 2.59 -0.65 3.52
P: 0.27 2.43 -1.81
C: 1.42 0.96 -1.67
C: -0.32 2.36 -3.57
C: -0.05 1.03 -4.31
H: 0.50 8.43 -6.30
H: -0.29 7.73 -4.88
H: -0.22 6.79 -6.35
H: 2.50 7.26 -5.91
H: 1.85 7.21 -4.26
H: 2.30 4.99 -6.07
H: 0.65 4.94 -5.47
H: 3.20 5.27 -3.86
H: 2.04 2.89 -5.13
H: 3.67 3.22 -4.60
H: 2.48 2.55 -3.47
H: 1.87 5.89 -2.25
H: 0.92 5.79 -0.40
H: -0.33 4.58 -0.38
H: 2.27 4.57 1.27
H: 0.65 4.88 1.79
H: 1.78 2.22 1.00
H: 0.01 2.47 1.13
H: 0.64 0.23 3.77
H: 1.26 0.22 2.08
H: 3.32 -0.18 4.18
H: 3.12 -1.00 2.64
H: 2.13 -1.49 4.03
H: 2.02 0.78 -2.56
H: 0.76 0.11 -1.49
H: 2.09 1.07 -0.82
H: 0.03 3.18 -4.19
H: -1.40 2.48 -3.51
H: 1.01 0.88 -4.53
H: -0.63 1.02 -5.23
H: -0.38 0.19 -3.69
C: -6.13 7.30 0.18
O: -6.25 6.23 -0.73
C: -5.19 6.11 -1.67
C: -3.95 5.36 -1.15
C: -3.08 6.19 -0.22
N: -4.31 4.11 -0.48
H: -5.66 8.17 -0.28
H: -5.56 7.00 1.07
H: -7.13 7.57 0.50
H: -5.60 5.55 -2.51
H: -4.91 7.10 -2.06
H: -3.35 5.12 -2.03
H: -3.52 6.29 0.77
H: -2.11 5.71 -0.09
H: -2.91 7.19 -0.62
H: -4.81 3.51 -1.14
H: -5.00 4.32 0.23
C: 1.18 -5.15 1.44
O: 0.89 -4.18 2.42
C: -0.40 -4.28 3.00
C: -0.51 -5.29 4.14
C: -0.56 -6.74 3.67
N: 0.58 -5.14 5.12
H: 0.30 -5.42 0.85
H: 1.61 -6.06 1.89
H: 1.93 -4.73 0.77
H: -0.62 -3.28 3.40
H: -1.15 -4.47 2.22
H: -1.45 -5.08 4.66
H: 0.41 -7.10 3.34
H: -0.88 -7.39 4.48
H: -1.26 -6.86 2.84
H: 0.55 -4.21 5.51
H: 1.45 -5.18 4.61
C: 1.20 -13.01 3.83
O: 1.75 -12.27 2.76
C: 0.81 -11.75 1.84
C: 0.18 -10.41 2.26
C: -0.90 -10.56 3.33
N: 1.18 -9.45 2.72
H: 0.32 -13.57 3.52
H: 0.94 -12.36 4.67
H: 1.96 -13.71 4.17
H: 1.38 -11.58 0.92
H: 0.05 -12.50 1.61
H: -0.30 -10.00 1.37
H: -0.48 -10.75 4.31
H: -1.48 -9.64 3.40
H: -1.59 -11.37 3.09
H: 1.84 -9.28 1.97
H: 1.73 -9.90 3.44

* maximum force: 1.54 eV/Å
* multiplicity: 1
* SMILES: CCC[C@H](C)[C@@H](C#N)[C@@](C#N)(CCCC(=O)OCC)P(C)CC.COC[C@@H](C)N.COC[C@@H](C)N.COC[C@@H](C)N
* calculated total energy: -2172.68399 hartree
* frontier orbital gap: 9.23 eV

---

> What is the frontier orbital gap in the second record?

9.42 eV